# 1
Entry from the Open Molecules 2025 dataset: a 6-piece molecular cluster, C39H29ClF40NO8P overall (ωB97M-V/def2-TZVPD).

The geometry in XYZ format:
```
119
Properties=species:S:1:pos:R:3:lowdin_charge:R:1
N -0.2699 3.1094 -4.7401 -0.19
P -0.7790 4.7498 -5.1912 0.84
O 0.3081 5.8040 -4.4551 -0.33
C -2.4750 4.8799 -4.3426 -0.32
C -2.5660 5.7772 -3.1881 -0.09
C -3.8452 5.8899 -2.4809 -0.52
Cl -3.8680 6.9625 -1.0473 0.67
C -5.0120 5.1203 -2.9390 -0.08
C -4.8777 4.2331 -4.1269 -0.04
C -3.6098 4.0974 -4.8626 -0.01
C -6.0767 3.3689 -4.6350 -0.28
O -6.0158 2.7112 -5.6518 0.09
C -7.4331 3.3524 -3.8703 -0.07
C -8.5654 2.5109 -4.2454 0.00
C -9.8246 2.5866 -3.4940 -0.05
C -9.9840 3.5045 -2.3372 -0.05
C -8.8198 4.3044 -1.9804 -0.01
C -7.5396 4.2523 -2.7135 -0.05
C -6.3691 5.1654 -2.2119 -0.30
O -6.6325 5.8898 -1.2779 0.05
H -0.1041 3.1953 -3.7205 0.03
H -1.1540 2.5806 -4.7933 0.00
H 0.4033 5.5309 -3.5164 0.05
H -1.6965 6.3632 -2.8084 0.10
H -3.4953 3.4337 -5.7492 0.12
H -8.4974 1.8022 -5.1018 0.11
H -10.7065 1.9683 -3.7774 0.10
H -10.9446 3.5960 -1.7760 0.10
H -8.8983 4.9993 -1.1058 0.11
C -4.2488 -0.0306 -2.8979 -0.03
C -2.7213 -0.1199 -3.0916 -0.43
C -1.9427 -0.8421 -1.9916 -0.28
F -2.0693 -0.2410 -0.7924 0.10
F -0.6159 -0.8419 -2.2853 0.08
F -2.2346 1.1271 -3.2938 0.11
F -2.5123 -0.8003 -4.2535 0.11
O -4.7643 1.1892 -2.3584 0.03
C -4.7779 1.3425 -0.9707 -0.51
C -3.8742 2.4831 -0.4983 -0.27
F -2.5914 2.2881 -0.8765 0.10
F -3.8794 2.5660 0.8530 0.11
F -4.4929 0.1673 -0.3785 0.13
F -6.0585 1.6265 -0.6416 0.15
H -4.6794 -0.0733 -3.9005 0.15
H -4.6519 -0.9057 -2.3842 0.14
H -2.2653 -1.8821 -1.8983 0.18
H -4.2046 3.4404 -0.9096 0.16
C 4.8033 -1.7461 -3.2367 -0.04
C 5.7560 -0.7547 -2.5380 -0.44
C 6.4002 -1.2393 -1.2376 -0.29
F 5.4889 -1.5161 -0.2834 0.09
F 7.2074 -0.2734 -0.7310 0.08
F 5.1103 0.4194 -2.3513 0.13
F 6.7650 -0.4930 -3.4185 0.11
O 3.4045 -1.5742 -3.0080 0.04
C 2.8548 -2.1561 -1.8619 -0.52
C 2.3034 -1.1162 -0.8851 -0.27
F 3.2605 -0.2513 -0.4852 0.10
F 1.8230 -1.7140 0.2357 0.09
F 3.7514 -2.9823 -1.2941 0.13
F 1.8405 -2.9394 -2.2903 0.15
H 4.9172 -1.5638 -4.3069 0.15
H 5.1123 -2.7834 -3.0963 0.15
H 7.0103 -2.1301 -1.4082 0.18
H 1.4989 -0.5372 -1.3406 0.16
C 9.8443 0.9590 1.5611 -0.04
C 10.0360 -0.5456 1.8404 -0.44
C 9.9636 -0.9718 3.3076 -0.30
F 10.9202 -0.3929 4.0582 0.09
F 10.1488 -2.3121 3.4103 0.09
F 11.1919 -0.9555 1.2701 0.13
F 9.0374 -1.1972 1.1769 0.09
O 11.0247 1.7419 1.3787 0.04
C 11.6650 2.2372 2.5188 -0.52
C 13.0707 1.6605 2.6970 -0.28
F 13.0453 0.3144 2.7934 0.10
F 13.6371 2.1273 3.8347 0.10
F 10.8847 2.0546 3.6001 0.14
F 11.7594 3.5745 2.3452 0.15
H 9.3387 1.0196 0.5953 0.14
H 9.1541 1.4252 2.2664 0.15
H 8.9869 -0.7339 3.7375 0.17
H 13.7115 1.9252 1.8530 0.18
C -5.6384 -1.4319 2.1437 -0.05
C -6.5494 -2.2643 1.2127 -0.43
C -8.0282 -1.8719 1.1989 -0.30
F -8.6071 -2.0076 2.4065 0.10
F -8.7131 -2.6781 0.3486 0.09
F -6.3945 -3.5756 1.5020 0.13
F -6.0728 -2.1046 -0.0588 0.09
O -5.3399 -1.9981 3.4209 0.04
C -6.2570 -1.8006 4.4586 -0.52
C -6.8805 -3.1103 4.9456 -0.28
F -7.5232 -3.7545 3.9487 0.10
F -7.7949 -2.8714 5.9152 0.10
F -7.1760 -0.8886 4.0919 0.14
F -5.5601 -1.2440 5.4740 0.15
H -4.6674 -1.3794 1.6486 0.14
H -5.9641 -0.3931 2.2230 0.14
H -8.1569 -0.8400 0.8607 0.17
H -6.1169 -3.7826 5.3429 0.18
C 4.2160 -3.8047 3.3152 -0.04
C 3.2320 -4.5715 2.4084 -0.43
C 1.7633 -4.1566 2.5088 -0.30
F 1.2592 -4.3466 3.7446 0.09
F 1.0111 -4.9069 1.6642 0.09
F 3.3797 -5.8995 2.6218 0.13
F 3.6308 -4.3504 1.1233 0.10
O 4.5913 -4.4297 4.5435 0.04
C 3.7512 -4.2604 5.6482 -0.52
C 3.1363 -5.5784 6.1226 -0.28
F 2.4152 -6.1684 5.1462 0.10
F 2.2943 -5.3652 7.1615 0.10
F 2.8273 -3.3185 5.3829 0.14
F 4.5264 -3.7584 6.6359 0.14
H 5.1515 -3.7465 2.7555 0.15
H 3.9156 -2.7661 3.4645 0.15
H 1.6326 -3.1076 2.2327 0.16
H 3.9115 -6.2797 6.4389 0.18
```

Results
total energy	-6956.36753	Eh



# 2
Entry from the Open Molecules 2025 dataset: C39H29ClINO2PTeZn as an isolated structure (ωB97M-V/def2-TZVPD).

The geometry in XYZ format:
```
76
Properties=species:S:1:pos:R:3:lowdin_charge:R:1
Zn 1.6070 0.5258 0.8720 0.53
Cl 1.6915 -4.9654 4.8833 0.71
C 1.9558 -3.8226 3.6058 -0.62
C 2.5760 -4.2163 2.4560 -0.16
C 2.8001 -3.3100 1.4037 -0.63
I 3.6862 -3.9760 -0.3535 0.98
C 2.4170 -1.9843 1.4840 -0.44
O 2.6064 -1.1077 0.5352 -0.22
C 1.7395 -1.5933 2.6893 -0.15
N 1.2902 -0.3072 2.7306 0.05
C 0.6526 0.1327 3.7954 -0.08
C 0.4169 -0.6818 4.9115 -0.02
C 0.8381 -1.9830 4.8876 0.00
C 1.5117 -2.4864 3.7548 -0.18
H 2.8994 -5.2431 2.3518 0.10
H 0.3061 1.1589 3.7725 0.10
H -0.1002 -0.2760 5.7689 0.11
H 0.6594 -2.6380 5.7296 0.10
O 0.0258 0.3774 -0.2620 -0.39
P -0.5349 -0.6583 -1.2296 0.86
C -2.1758 -0.1361 -1.7030 -0.29
C -3.2149 -1.0448 -1.8779 -0.06
C -4.4617 -0.5922 -2.2856 -0.06
C -4.6673 0.7597 -2.5199 -0.06
C -3.6298 1.6677 -2.3457 -0.06
C -2.3836 1.2239 -1.9358 -0.07
C 0.4205 -0.8383 -2.7339 -0.28
C -0.1209 -0.5831 -3.9902 -0.07
C 0.6693 -0.7293 -5.1231 -0.07
C 1.9933 -1.1213 -4.9995 -0.06
C 2.5363 -1.3782 -3.7448 -0.06
C 1.7548 -1.2422 -2.6105 -0.09
C -0.5854 -2.2619 -0.4324 -0.28
C -0.2190 -3.4244 -1.1084 -0.07
C -0.2453 -4.6425 -0.4471 -0.07
C -0.6345 -4.7020 0.8840 -0.06
C -1.0106 -3.5476 1.5575 -0.06
C -0.9872 -2.3276 0.9014 -0.07
H -3.0560 -2.1001 -1.6911 0.11
H -5.2719 -1.2968 -2.4166 0.11
H -5.6404 1.1093 -2.8387 0.11
H -3.7928 2.7217 -2.5291 0.11
H -1.5712 1.9298 -1.7992 0.10
H -1.1549 -0.2749 -4.0893 0.11
H 0.2471 -0.5393 -6.1010 0.11
H 2.6058 -1.2342 -5.8847 0.11
H 3.5673 -1.6928 -3.6477 0.11
H 2.1766 -1.4517 -1.6346 0.06
H 0.1068 -3.3758 -2.1396 0.11
H 0.0494 -5.5440 -0.9671 0.11
H -0.6414 -5.6531 1.4005 0.12
H -1.3115 -3.5977 2.5958 0.11
H -1.2740 -1.4205 1.4230 0.11
Te 2.3254 3.0496 0.8709 1.53
C 1.2982 3.4469 -0.9280 -0.53
C 1.5389 2.6556 -2.0420 -0.15
C 0.8850 2.9446 -3.2341 -0.07
C -0.0110 4.0003 -3.3012 -0.07
C -0.2516 4.7811 -2.1776 -0.07
C 0.4096 4.5133 -0.9881 -0.13
C 0.7093 3.4131 2.1847 -0.54
C 0.9755 3.9876 3.4202 -0.14
C -0.0636 4.1625 4.3271 -0.07
C -1.3529 3.7784 3.9901 -0.07
C -1.6116 3.2159 2.7454 -0.06
C -0.5806 3.0227 1.8377 -0.15
H 2.2163 1.8108 -2.0041 0.10
H 1.0781 2.3262 -4.1012 0.11
H -0.5206 4.2218 -4.2296 0.11
H -0.9453 5.6098 -2.2288 0.11
H 0.2242 5.1303 -0.1175 0.11
H 1.9778 4.3032 3.6817 0.10
H 0.1375 4.6111 5.2907 0.11
H -2.1605 3.9233 4.6952 0.11
H -2.6183 2.9196 2.4809 0.11
H -0.7813 2.5670 0.8750 0.09
```

Results
total energy	-4855.34145	Eh
charge	+1